DFT (ωB97M-V with the def2-TZVPD basis set) results for a cluster of 5 separate species, CH14NO4 in total in a non-equilibrium geometry.

Element x y z (Å)
H: -1.72 1.21 -3.64
H: 0.97 3.13 2.89
H: -1.27 -1.89 -0.46
C: -0.39 -2.52 -0.45
H: 0.23 1.27 -1.70
H: -0.18 0.72 2.58
H: -0.06 -0.72 2.92
H: 1.56 1.13 -1.01
O: 0.46 2.53 2.31
O: -1.20 1.71 -3.02
H: -0.12 -2.94 -1.41
O: 0.90 0.62 -1.44
N: 0.76 -1.70 0.06
H: -0.59 -3.35 0.22
H: 0.51 -1.31 0.99
H: -0.44 2.88 2.33
H: 1.61 -2.24 -0.03
H: -1.65 2.49 -2.72
O: -0.23 -0.15 2.18
H: 0.84 -0.88 -0.60

## Properties
Orbital gap, eV: 12.237
Spin multiplicity: 1
Relative energy (zero: lowest compared OMol25 entry of this formula, charge and spin), kcal per mole: 13.7
Charge: +1